{"formula": "C2H4NO", "method": "the ωB97M-V functional and the def2-TZVPD basis", "species": ["N", "H", "H", "C", "C", "H", "O", "H"], "xyz": [[2.189, -0.475, -0.646], [-1.517, 0.273, -0.801], [0.790, 0.373, 0.837], [1.430, -0.090, 0.137], [-1.874, 0.351, 0.144], [-2.182, -0.611, 0.788], [2.974, -1.076, -1.233], [-1.810, 1.254, 0.774]], "atomic_forces_ev_per_a": [[-1.0, -0.2, 1.7], [0.6, -0.1, -3.1], [0.1, 0.4, 0.3], [-1.4, 0.8, 0.3], [-0.6, -2.0, 5.6], [0.5, 2.1, -1.9], [1.9, -0.9, -2.2], [-0.2, -0.2, -0.8]], "homo_energy_ha": [-0.5771, -0.5239], "orbital_gap_ev": [7.617, 4.264], "fmax_ev_per_a": 6.03, "de_lowest_kj_mol": 618.25, "charge": 1}

{"formula": "C2H4NO", "method": "the ωB97M-V functional and the def2-TZVPD basis", "species": ["C", "H", "H", "C", "H", "N", "H", "O"], "xyz": [[-0.679, 0.057, 0.780], [0.760, 1.365, -0.484], [-1.240, -0.765, 0.556], [0.291, 0.326, -0.451], [0.106, -0.019, 1.550], [0.758, -0.540, -1.164], [-1.363, 0.904, 0.935], [1.368, -1.328, -1.721]], "atomic_forces_ev_per_a": [[2.2, 2.5, -0.8], [-0.5, -1.3, -0.5], [-1.2, -2.5, -0.1], [-1.0, 2.4, 2.1], [-0.9, -0.3, 0.2], [1.4, -0.5, -0.5], [0.6, -0.1, -0.1], [-0.6, -0.1, -0.2]], "smiles": "CC=[N+]=O", "homo_energy_ha": -0.6395, "orbital_gap_ev": 9.552, "fmax_ev_per_a": 3.46, "de_lowest_kj_mol": 259.89, "charge": 1}

{"formula": "C2H4NO", "method": "the ωB97M-V functional and the def2-TZVPD basis", "species": ["C", "N", "H", "C", "O", "H", "H", "H"], "xyz": [[-0.310, -0.321, -0.622], [-0.653, 0.515, 0.447], [-0.841, -1.231, -0.679], [0.866, -0.054, 0.385], [-1.310, 1.318, 0.923], [1.589, 0.642, 0.167], [-0.441, 0.123, -1.526], [1.098, -0.994, 0.905]], "atomic_forces_ev_per_a": [[0.3, 0.1, 1.3], [4.2, -1.5, 0.9], [-0.2, -1.5, 0.6], [-4.3, -2.3, -0.4], [-1.3, 1.0, 0.4], [1.4, 1.7, -0.4], [0.1, 1.7, -2.8], [-0.2, 0.9, 0.5]], "smiles": "O=[N+]1CC1", "homo_energy_ha": -0.6308, "orbital_gap_ev": 9.624, "fmax_ev_per_a": 4.91, "de_lowest_kj_mol": 376.63, "charge": 1}

{"formula": "C2H4NO2", "method": "the ωB97M-V functional and the def2-TZVPD basis", "species": ["O", "C", "O", "H", "C", "H", "H", "N", "H"], "xyz": [[-3.106, 0.730, 0.000], [1.408, -0.985, 0.035], [1.805, 1.481, -0.197], [-2.554, 1.432, -0.466], [0.112, -0.250, 0.415], [-2.425, 0.140, 0.425], [2.085, -1.384, 0.748], [1.075, 0.428, -0.010], [1.600, -1.592, -0.950]], "atomic_forces_ev_per_a": [[1.4, 0.7, -0.4], [0.2, -0.8, -2.7], [-0.9, 0.4, -0.1], [-0.9, -1.6, 1.1], [-2.1, 0.1, 0.4], [-0.3, 0.9, -0.7], [0.5, 0.1, 1.2], [2.9, -1.1, -0.1], [-0.8, 1.3, 1.3]], "homo_energy_ha": -0.1193, "orbital_gap_ev": 7.944, "fmax_ev_per_a": 3.09, "de_lowest_kj_mol": 529.73, "charge": -1}

{"formula": "C2H4NO2", "method": "the ωB97M-V functional and the def2-TZVPD basis", "species": ["N", "C", "H", "H", "H", "H", "O", "O", "C"], "xyz": [[1.130, -0.551, 0.118], [-1.554, -0.280, -0.949], [-1.104, 0.599, -0.466], [2.387, 1.080, 0.401], [0.413, -1.023, 0.679], [-1.066, -1.252, -0.840], [0.904, 1.072, 1.746], [-2.616, -0.228, -1.502], [1.506, 0.583, 0.813]], "atomic_forces_ev_per_a": [[0.0, 0.1, 0.3], [-0.9, -0.3, 0.1], [0.2, 0.1, -0.1], [0.2, 0.0, -0.1], [0.1, 0.0, 0.1], [0.4, -0.2, 0.0], [-0.4, -0.2, 0.2], [0.0, 0.3, -0.2], [0.4, 0.1, -0.4]], "homo_energy_ha": [-0.3808, -0.3805], "orbital_gap_ev": [11.048, 7.349], "spin_multiplicity": 2, "fmax_ev_per_a": 0.94, "de_lowest_kj_mol": 161.98}

{"formula": "C2H4NO2", "method": "the ωB97M-V functional and the def2-TZVPD basis", "species": ["H", "C", "H", "H", "O", "O", "C", "N", "H"], "xyz": [[0.659, 0.839, 0.541], [0.203, -1.484, -1.079], [1.126, -1.001, -1.426], [-0.986, -0.046, 1.109], [-0.299, -2.563, -1.220], [-0.293, -4.876, -2.049], [-0.532, 0.664, 0.505], [0.509, -4.108, -2.034], [-1.066, 1.486, 0.166]], "atomic_forces_ev_per_a": [[-3.1, -0.6, 0.1], [-1.4, -0.9, 0.1], [0.2, -0.4, -0.1], [-0.6, -1.1, 1.1], [0.5, 3.1, 1.0], [1.5, 1.4, 0.1], [5.0, -0.3, -0.6], [-0.9, -2.4, -0.6], [-1.1, 1.2, -0.9]], "homo_energy_ha": [-0.4935, -0.5052], "orbital_gap_ev": [7.038, 7.144], "fmax_ev_per_a": 5.06, "de_lowest_kj_mol": 681.45, "charge": 1}

{"formula": "C2H4NO2", "method": "the ωB97M-V functional and the def2-TZVPD basis", "species": ["C", "H", "N", "H", "H", "H", "O", "O", "C"], "xyz": [[-0.332, -0.328, -0.016], [1.557, 0.894, 0.193], [1.438, 3.101, -1.511], [-0.618, -0.946, -0.855], [-1.280, 0.274, 0.261], [-0.101, -0.882, 0.985], [1.022, 3.745, -2.301], [0.378, 1.598, -1.369], [0.635, 0.738, -0.549]], "atomic_forces_ev_per_a": [[-1.1, 1.2, 1.0], [-1.2, -0.3, -1.9], [-0.1, 2.0, -1.6], [-0.2, -0.6, 0.0], [1.3, -0.7, -0.7], [0.4, 1.0, -2.3], [0.7, -1.7, 1.7], [-1.0, -0.8, -1.1], [1.1, -0.2, 4.8]], "homo_energy_ha": [-0.5972, -0.5972], "orbital_gap_ev": [9.026, 9.025], "fmax_ev_per_a": 4.90, "de_lowest_kj_mol": 328.61, "charge": 1}

{"formula": "C2H4NO2", "method": "the ωB97M-V functional and the def2-TZVPD basis", "species": ["O", "H", "N", "H", "O", "H", "C", "C", "H"], "xyz": [[-2.476, -0.770, 0.035], [0.125, 0.575, 1.485], [1.062, -0.226, -0.309], [1.533, -0.766, 0.392], [-0.975, 1.132, -0.269], [0.785, -0.729, -1.080], [-1.474, -0.057, -0.024], [-0.145, 0.250, 0.509], [1.565, 0.590, -0.740]], "atomic_forces_ev_per_a": [[3.9, 3.1, -1.1], [0.2, 0.2, 0.7], [-0.7, 3.4, 2.1], [1.4, -0.6, -0.2], [-0.3, 0.9, -0.8], [-0.9, -2.2, -2.1], [-4.1, -3.6, 2.2], [0.3, -0.5, -1.9], [0.1, -0.6, 1.1]], "smiles": "[NH3+][C@H]1OC1=O", "homo_energy_ha": -0.5848, "orbital_gap_ev": 11.301, "fmax_ev_per_a": 5.87, "de_lowest_kj_mol": 181.55, "charge": 1}

{"formula": "C2H4NO2", "method": "the ωB97M-V functional and the def2-TZVPD basis", "species": ["H", "C", "H", "N", "O", "H", "O", "H", "C"], "xyz": [[0.082, -0.767, 1.369], [-0.014, -0.364, 0.425], [0.887, 1.193, -0.039], [-1.532, 0.012, 0.090], [-2.352, 0.796, -0.031], [1.002, 0.178, -1.358], [-1.170, -1.127, -0.267], [2.055, -0.137, 0.105], [1.042, 0.216, -0.293]], "atomic_forces_ev_per_a": [[0.0, -0.6, 2.0], [-4.3, -0.2, -0.9], [0.4, 3.3, 0.6], [5.3, 1.8, 2.4], [-1.9, -0.2, -0.6], [-0.2, -0.3, -0.8], [-0.8, -2.5, -1.7], [-1.5, 0.5, -0.6], [2.8, -1.8, -0.4]], "smiles": "C[C@@H]1O[N+]1=O", "homo_energy_ha": -0.6411, "orbital_gap_ev": 10.838, "fmax_ev_per_a": 6.09, "de_lowest_kj_mol": 584.15, "charge": 1}

{"formula": "C2H4NO2P", "method": "the ωB97M-V functional and the def2-TZVPD basis", "species": ["O", "H", "C", "P", "H", "N", "C", "H", "H", "O"], "xyz": [[-0.390, -1.373, 0.490], [0.440, -0.754, -1.253], [0.513, 0.823, 0.356], [-1.361, 1.155, 0.263], [1.605, -1.016, -0.013], [-1.650, -0.893, 0.257], [0.566, -0.565, -0.216], [1.030, 1.417, -0.355], [0.888, 1.219, 1.349], [-1.641, -0.012, -0.878]], "atomic_forces_ev_per_a": [[0.8, -0.5, -1.0], [-0.3, 0.9, -0.9], [-1.9, 1.3, 0.2], [0.3, -1.8, 0.8], [-1.6, 0.3, 0.1], [-0.2, 3.4, 1.1], [3.2, -2.4, 2.8], [0.3, 1.0, -0.9], [-0.2, -1.6, -0.8], [-0.5, -0.7, -1.4]], "smiles": "C1Cp2on2O1", "homo_energy_ha": [-0.3243, -0.3243], "orbital_gap_ev": [8.703, 8.703], "fmax_ev_per_a": 4.93, "de_lowest_kj_mol": 526.15}

{"formula": "C2H4NO3", "method": "the ωB97M-V functional and the def2-TZVPD basis", "species": ["O", "H", "O", "C", "H", "C", "H", "N", "H", "O"], "xyz": [[1.450, 1.083, -1.348], [1.867, -0.502, -0.319], [-0.680, 1.575, -0.903], [-0.973, -0.539, 0.607], [-1.486, 0.113, 1.255], [0.407, 1.074, -0.738], [-1.439, -0.370, -0.301], [0.417, 0.117, 0.575], [-0.893, -1.622, 0.852], [1.332, -0.929, 0.320]], "atomic_forces_ev_per_a": [[2.1, -0.1, -0.8], [1.4, 0.7, -1.5], [-1.4, 1.4, -0.4], [2.9, 0.0, 0.8], [-1.1, 0.1, 1.4], [-0.7, -2.0, 2.4], [-0.9, -0.2, -2.1], [-2.0, 0.4, -1.2], [-0.1, 1.0, 0.3], [-0.2, -1.2, 1.1]], "smiles": "CN(O)C(=O)[O-]", "homo_energy_ha": -0.1292, "orbital_gap_ev": 7.951, "fmax_ev_per_a": 3.23, "de_lowest_kj_mol": 251.15, "charge": -1}

{"formula": "C2H4NO3", "method": "the ωB97M-V functional and the def2-TZVPD basis", "species": ["H", "O", "N", "H", "C", "O", "H", "C", "H", "O"], "xyz": [[-0.327, -1.626, -1.475], [3.950, 1.199, -0.252], [3.228, 0.260, -0.037], [1.486, 0.580, 1.933], [1.727, 0.323, 0.157], [0.965, -0.241, -0.572], [-1.130, -0.189, -0.447], [-0.311, -0.933, -0.615], [-0.361, -1.413, 0.390], [3.426, -0.894, 0.238]], "atomic_forces_ev_per_a": [[0.1, 0.8, 0.5], [-1.2, -1.4, 0.2], [0.5, 1.5, -0.6], [0.3, -0.4, -4.2], [-0.6, 0.3, 5.6], [1.1, 0.4, -2.1], [0.7, -0.3, -1.3], [-1.9, -0.1, 2.7], [0.3, -0.5, -0.9], [0.7, -0.3, 0.1]], "homo_energy_ha": [-0.6090, -0.6090], "orbital_gap_ev": [9.547, 9.548], "fmax_ev_per_a": 5.69, "de_lowest_kj_mol": 375.68, "charge": 1}

{"formula": "C2H4NO3", "method": "the ωB97M-V functional and the def2-TZVPD basis", "species": ["H", "O", "C", "C", "H", "O", "O", "N", "H", "H"], "xyz": [[-0.816, -0.082, 1.906], [1.634, -1.120, -2.137], [-1.231, 0.444, 1.110], [0.611, -0.295, -0.128], [-1.547, 1.464, 1.100], [-0.165, 0.560, 0.199], [1.590, 1.016, -1.707], [1.477, -0.151, -1.542], [-2.040, -0.020, 0.618], [0.486, -1.816, 0.582]], "atomic_forces_ev_per_a": [[-0.1, -0.4, 2.0], [0.7, -2.1, -1.0], [-1.2, 1.2, -0.4], [0.1, -6.0, 1.5], [-0.2, 0.7, 1.6], [1.9, 0.6, -2.9], [1.0, 0.6, -1.0], [-2.1, 2.7, 2.7], [-0.7, -1.2, -0.6], [0.5, 3.9, -1.9]], "homo_energy_ha": -0.6037, "orbital_gap_ev": 9.505, "fmax_ev_per_a": 6.21, "de_lowest_kj_mol": 328.98, "charge": 1}

{"formula": "C2H4NO3P", "method": "the ωB97M-V functional and the def2-TZVPD basis", "species": ["H", "H", "N", "P", "H", "O", "O", "H", "C", "O", "C"], "xyz": [[-0.855, 1.049, -0.640], [0.908, 0.890, 1.237], [-1.132, 0.463, 0.284], [1.694, -0.171, -1.720], [-0.555, 0.284, 2.328], [1.048, -0.259, -3.099], [-2.329, 0.783, 0.607], [-1.188, -1.349, 0.911], [-0.386, -0.777, 0.329], [2.822, -1.219, -1.603], [-0.028, 0.307, 1.366]], "atomic_forces_ev_per_a": [[0.1, -1.4, 2.6], [-0.6, -0.3, 0.2], [4.4, 2.8, -3.2], [1.2, -1.5, -1.4], [0.4, 0.4, -0.3], [-0.2, 0.5, 0.7], [-3.3, 0.0, 1.2], [1.0, -0.4, -0.6], [-1.6, -1.5, 1.5], [-0.8, 1.1, 0.5], [-0.6, 0.3, -1.4]], "homo_energy_ha": 0.0335, "orbital_gap_ev": 6.289, "fmax_ev_per_a": 6.14, "de_lowest_kj_mol": 512.10, "charge": -2}

{"formula": "C2H4NO4S", "method": "the ωB97M-V functional and the def2-TZVPD basis", "species": ["O", "O", "C", "O", "H", "O", "H", "C", "N", "H", "H", "S"], "xyz": [[-1.686, 1.786, 0.679], [-2.718, -0.345, 1.492], [0.693, 0.082, 0.090], [-2.189, -0.109, -0.863], [0.076, 1.837, -0.133], [-0.336, -0.409, 0.777], [2.044, -0.442, -1.255], [1.619, -0.924, -0.414], [0.876, 1.280, -0.284], [1.057, -1.888, -0.813], [2.438, -1.208, 0.216], [-1.875, 0.340, 0.507]], "atomic_forces_ev_per_a": [[-0.1, -1.4, 0.1], [1.4, 1.0, -0.5], [-0.1, 1.5, -0.6], [0.8, 1.0, 1.3], [-0.9, 1.0, 0.8], [-1.6, 0.2, 0.6], [0.6, 0.2, -0.9], [-0.5, -3.0, -1.3], [1.1, -0.9, -0.7], [1.1, 1.9, 1.1], [0.2, -0.3, 0.7], [-1.9, -1.3, -0.7]], "smiles": "[H]/N=C(/C)OS(=O)(=O)[O-]", "homo_energy_ha": -0.2072, "orbital_gap_ev": 9.616, "fmax_ev_per_a": 3.26, "de_lowest_kj_mol": 0.00, "charge": -1}

{"formula": "C2H4NOS2", "method": "the ωB97M-V functional and the def2-TZVPD basis", "species": ["C", "C", "H", "S", "N", "H", "S", "H", "O", "H"], "xyz": [[0.289, -2.407, 0.515], [-0.677, 2.598, -0.018], [0.648, -0.459, -1.303], [-0.406, 0.746, 0.013], [0.396, 0.455, -1.356], [-0.026, -3.085, 1.249], [-0.570, 3.056, 1.572], [0.118, -1.388, 0.689], [-0.721, 3.148, -1.098], [0.948, -2.664, -0.265]], "atomic_forces_ev_per_a": [[0.1, 0.1, 0.0], [0.8, -0.3, -1.4], [1.0, -3.6, 0.1], [-0.1, 0.2, -0.4], [-1.1, 3.5, -0.2], [-0.3, -1.0, 0.7], [-0.4, 0.8, 1.1], [-0.3, 0.9, 0.3], [-0.3, -0.1, 0.6], [0.6, -0.6, -0.7]], "homo_energy_ha": [-0.1449, -0.1208], "orbital_gap_ev": [7.541, 6.008], "fmax_ev_per_a": 3.77, "de_lowest_kj_mol": 288.27, "charge": -1}

{"formula": "C2H4NP", "method": "the ωB97M-V functional and the def2-TZVPD basis", "species": ["H", "N", "H", "H", "H", "P", "C", "C"], "xyz": [[-1.369, -1.227, -0.290], [1.411, -0.921, 0.011], [-2.081, 0.467, -0.205], [2.473, 1.128, -0.775], [-1.443, -0.397, 1.211], [0.440, 0.230, -0.188], [1.901, 0.997, 0.094], [-1.332, -0.277, 0.141]], "atomic_forces_ev_per_a": [[-0.2, -1.4, -1.0], [0.8, -0.2, 0.0], [0.4, -0.8, 0.0], [0.6, 0.4, -1.5], [0.2, 0.1, 0.3], [-2.0, -1.6, 0.1], [0.1, 0.3, 1.8], [0.2, 3.1, 0.4]], "homo_energy_ha": -0.3007, "orbital_gap_ev": 7.393, "fmax_ev_per_a": 3.14, "de_lowest_kj_mol": 529.03}

{"formula": "C2H4NP", "method": "the ωB97M-V functional and the def2-TZVPD basis", "species": ["P", "H", "H", "H", "C", "C", "H", "N"], "xyz": [[1.469, 0.009, 1.554], [-1.357, 0.429, -2.128], [1.212, 0.865, 2.623], [-1.297, -1.482, -1.923], [-0.228, -0.095, 1.068], [-1.049, -0.479, -1.665], [1.845, 1.037, 0.694], [-0.596, -0.284, -0.223]], "atomic_forces_ev_per_a": [[0.4, -0.3, 0.2], [-0.1, 0.3, -0.2], [0.1, 0.2, 0.4], [0.0, -0.3, -0.1], [-3.2, -1.3, -8.2], [2.4, 1.1, 7.7], [0.3, 0.3, -0.4], [0.1, 0.0, 0.5]], "smiles": "C=NC#[PH2]", "homo_energy_ha": [-0.2968, -0.2967], "orbital_gap_ev": [8.176, 8.175], "fmax_ev_per_a": 8.85, "de_lowest_kj_mol": 369.06}

{"formula": "C2H4NP", "method": "the ωB97M-V functional and the def2-TZVPD basis", "species": ["H", "C", "H", "H", "N", "C", "H", "P"], "xyz": [[-0.984, -0.891, -2.646], [-0.069, -0.662, -0.614], [-0.200, 0.895, 0.618], [-0.069, -0.695, 1.396], [1.117, -0.692, -1.467], [-0.553, -0.150, 0.631], [-1.651, -0.103, 0.750], [-0.172, -1.751, -1.974]], "atomic_forces_ev_per_a": [[-1.0, 0.8, -1.4], [5.8, -1.6, -4.9], [0.0, -0.2, 0.7], [0.4, -0.5, 1.2], [-4.9, 1.5, 5.0], [-0.5, 2.4, -0.4], [0.6, -0.5, -0.2], [-0.4, -1.9, 0.1]], "smiles": "CC1=[PH]=N1", "homo_energy_ha": -0.3266, "orbital_gap_ev": 9.337, "fmax_ev_per_a": 7.77, "de_lowest_kj_mol": 187.74}

{"formula": "C2H4NP", "method": "the ωB97M-V functional and the def2-TZVPD basis", "species": ["H", "H", "C", "N", "H", "H", "P", "C"], "xyz": [[1.700, 0.857, -1.049], [-1.752, -0.253, 0.301], [0.825, -0.574, 0.490], [0.312, -0.908, -0.584], [-0.003, 1.168, -0.469], [1.198, -0.899, 1.421], [-3.017, 0.106, 0.390], [0.736, 0.502, -0.501]], "atomic_forces_ev_per_a": [[-1.8, -0.9, 0.8], [2.4, -0.7, -0.2], [0.4, 1.5, -0.7], [-0.2, -1.7, -0.7], [-2.8, 2.8, 0.2], [0.0, -0.6, 0.8], [-2.6, 0.8, 0.2], [4.8, -1.2, -0.4]], "homo_energy_ha": [-0.3219, -0.3216], "orbital_gap_ev": [7.415, 7.385], "fmax_ev_per_a": 4.95, "de_lowest_kj_mol": 455.85}